No. 1
ORCA calculation (ωB97M-V with the def2-TZVPD basis set) on a 2-piece molecular cluster, C2H2N4O2 overall in a non-equilibrium geometry.

XYZ file:
```
10
Properties=species:S:1:pos:R:3:lowdin_charge:R:1
N -2.004 -0.704 -0.300 0.084
C -0.955 -0.256 0.399 -0.645
O -0.317 -0.829 1.203 0.091
N -0.622 1.203 0.100 0.165
C 0.441 1.856 0.247 -0.267
O 1.476 2.481 0.245 0.111
H -2.331 -0.121 -1.228 0.174
H -1.979 -1.866 -0.579 0.218
N 2.621 -0.629 -0.244 0.034
N 3.670 -1.136 0.156 0.035
```

Its LUMO energy is 0.0143 Ha. Its gap between HOMO and LUMO is 11.0214 eV. Its structure (SMILES) is NC(=O)N=C=O.N#N. For the total energy, the calculation gives -12160.81861 eV. The spin multiplicity is 1. The relative energy (zero: lowest compared OMol25 entry of this formula, charge and spin) comes out at 44.5 kcal per mole.

No. 2
ORCA calculation (ωB97M-V with the def2-TZVPD basis set) on C4H6O2 as an isolated structure.

XYZ file:
```
12
Properties=species:S:1:pos:R:3:lowdin_charge:R:1
O 2.434 -0.514 -0.292 -0.200
C 1.764 0.419 0.311 -0.481
C 0.309 0.192 0.244 -0.159
C -0.524 -0.542 -0.744 -0.024
C -1.659 -0.176 0.228 -0.062
O -0.652 0.464 1.096 0.092
H 1.993 0.699 1.375 0.138
H 1.716 1.478 -0.171 0.159
H -0.259 -1.600 -0.813 0.139
H -0.544 -0.106 -1.746 0.141
H -2.137 -0.992 0.771 0.129
H -2.381 0.571 -0.102 0.128
```

Its LUMO energy is -0.0081 Ha. Its gap between HOMO and LUMO is 7.4340 eV. For the total energy, the calculation gives -8335.96389 eV. The spin multiplicity is 1. The relative energy (zero: lowest compared OMol25 entry of this formula, charge and spin) comes out at 103.7 kcal per mole.

No. 3
ORCA calculation (ωB97M-V with the def2-TZVPD basis set) on a single C2H2BrF2NO molecule in a non-equilibrium geometry.

XYZ file:
```
9
Properties=species:S:1:pos:R:3:lowdin_charge:R:1
N -1.475 -0.046 0.340 0.156
C -0.407 0.548 -0.275 -0.448
O -0.428 1.617 -0.823 0.057
C 1.113 -0.299 -0.069 -0.800
F 1.414 -0.280 1.234 0.026
F 0.984 -1.602 -0.450 0.019
Br 2.583 0.599 -1.030 0.753
H -1.400 -0.825 1.015 0.127
H -2.383 0.288 0.058 0.111
```

Its LUMO energy is 0.0249 Ha. Its gap between HOMO and LUMO is 11.3064 eV. Its structure (SMILES) is NC(=O)C(F)(F)Br. For the total energy, the calculation gives -81121.27565 eV. The spin multiplicity is 1. The relative energy (zero: lowest compared OMol25 entry of this formula, charge and spin) comes out at 13.1 kcal per mole.

No. 4
ORCA calculation (ωB97M-V with the def2-TZVPD basis set) on a single C26H22N4O3S molecule.

XYZ file:
```
56
Properties=species:S:1:pos:R:3:lowdin_charge:R:1
C -6.264 -1.605 -1.348 -0.044
C -5.213 -1.481 -0.288 -0.222
C -5.328 -2.197 0.895 -0.036
C -4.378 -2.092 1.894 -0.062
C -3.295 -1.254 1.721 -0.024
C -3.172 -0.541 0.538 -0.240
N -2.052 0.339 0.403 0.045
C -0.827 -0.161 0.105 -0.547
S -0.753 -1.887 -0.179 1.071
C 1.053 -2.092 -0.171 -0.325
C 1.653 -1.315 0.991 -0.523
O 1.136 -1.333 2.086 0.059
N 2.868 -0.729 0.784 0.020
C 3.627 -0.318 1.950 -0.014
C 4.984 -1.008 2.000 -0.438
O 5.561 -1.300 3.019 0.089
N 5.517 -1.246 0.769 0.156
C 4.927 -0.838 -0.424 -0.169
C 5.670 -0.703 -1.588 -0.019
C 5.061 -0.264 -2.750 -0.085
C 3.716 0.066 -2.746 -0.077
C 2.964 -0.074 -1.592 -0.038
C 3.553 -0.559 -0.431 -0.159
N 0.256 0.524 0.005 0.099
C 0.196 1.866 0.276 -0.187
C 1.366 2.631 0.226 -0.006
C 1.315 3.980 0.495 -0.068
C 0.109 4.600 0.815 -0.075
C -1.052 3.861 0.865 -0.005
C -1.021 2.492 0.597 -0.060
C -2.249 1.705 0.658 -0.353
O -3.355 2.132 0.902 0.114
C -4.112 -0.640 -0.484 -0.161
C -3.966 0.140 -1.753 -0.013
H -5.845 -2.038 -2.256 0.084
H -7.077 -2.241 -1.008 0.076
H -6.669 -0.627 -1.601 0.086
H -6.182 -2.844 1.037 0.110
H -4.485 -2.655 2.809 0.106
H -2.543 -1.146 2.488 0.127
H 1.208 -3.156 0.024 0.097
H 1.459 -1.835 -1.143 0.062
H 3.791 0.767 1.940 0.146
H 3.052 -0.574 2.842 0.136
H 6.459 -1.613 0.738 0.162
H 6.724 -0.940 -1.575 0.112
H 5.642 -0.164 -3.654 0.104
H 3.248 0.441 -3.643 0.104
H 1.925 0.216 -1.572 0.096
H 2.296 2.146 -0.026 0.099
H 2.222 4.566 0.458 0.106
H 0.088 5.658 1.024 0.103
H -2.002 4.311 1.110 0.120
H -2.976 0.582 -1.839 0.081
H -4.698 0.947 -1.777 0.097
H -4.135 -0.499 -2.617 0.083
```

Its LUMO energy is 0.0177 Ha. Its gap between HOMO and LUMO is 8.9360 eV. Its structure (SMILES) is Cc1cccc(-n2c(SCC(=O)N3CC(=O)Nc4ccccc43)nc3ccccc3c2=O)c1C. For the total energy, the calculation gives -50259.83475 eV. The spin multiplicity is 1. The relative energy (zero: lowest compared OMol25 entry of this formula, charge and spin) comes out at 0.0 kcal per mole.

No. 5
ORCA calculation (ωB97M-V with the def2-TZVPD basis set) on a single C14H19NO3 molecule in a non-equilibrium geometry.

XYZ file:
```
37
Properties=species:S:1:pos:R:3:lowdin_charge:R:1
C -2.555 1.486 2.493 -0.114
C -1.163 1.590 2.335 -0.264
C -0.493 2.679 2.494 -0.041
C 0.965 2.740 2.174 -0.070
C 1.584 1.725 1.715 -0.092
C 1.002 0.361 1.592 -0.037
C -0.246 0.332 1.806 -0.073
O -1.380 -0.752 1.675 -0.116
C -0.751 -2.007 1.319 -0.146
C -0.308 -2.266 -0.068 -0.376
O 0.623 -2.783 -0.547 0.100
N -1.063 -1.189 -0.959 0.040
C -1.007 -1.296 -2.384 -0.069
C -0.130 0.046 -2.915 -0.581
C 0.258 0.994 -1.911 -0.153
C 1.769 0.839 -1.844 -0.080
C 2.090 -0.535 -2.679 0.135
O 0.649 -0.476 -3.657 -0.034
H -3.084 1.348 1.429 0.118
H -2.968 0.536 3.203 0.151
H -3.110 2.525 2.773 0.125
H -0.841 3.698 2.551 0.113
H 1.534 3.565 2.305 0.076
H 2.607 1.555 1.559 0.097
H 1.319 -0.633 1.371 0.111
H 0.187 -2.185 2.065 0.183
H -1.375 -2.744 1.602 0.088
H -1.846 -0.966 -0.415 0.078
H -1.762 -1.556 -2.792 -0.013
H -0.147 -2.252 -2.629 0.198
H -1.040 0.221 -3.630 0.176
H -0.330 1.960 -2.117 0.152
H -0.166 0.949 -0.948 0.072
H 2.025 0.924 -0.942 -0.008
H 2.076 1.817 -2.316 0.136
H 2.913 -0.439 -3.164 0.026
H 2.106 -1.356 -1.968 0.093
```

Its LUMO energy is 0.0263 Ha. Its gap between HOMO and LUMO is 8.1420 eV. Its structure (SMILES) is Cc1ccccc1OCC(=O)NC[C@H]1CCCO1. For the total energy, the calculation gives -22446.65344 eV. The spin multiplicity is 1. The relative energy (zero: lowest compared OMol25 entry of this formula, charge and spin) comes out at 320.2 kcal per mole.

No. 6
ORCA calculation (ωB97M-V with the def2-TZVPD basis set) on C37H57BaF3N6O10SSi3 as an isolated structure in a non-equilibrium geometry.

XYZ file:
```
118
Properties=species:S:1:pos:R:3:lowdin_charge:R:1
Ba -0.740 0.196 -0.528 1.892
N 0.823 -0.689 -3.483 0.026
C 0.662 -2.049 -3.954 -0.273
C -0.097 -2.923 -2.948 -0.221
N -1.166 -2.236 -2.229 -0.126
C -2.384 -1.991 -2.988 -0.226
C -2.355 -0.689 -3.784 -0.266
N -2.122 0.475 -2.938 -0.086
H 1.486 -0.136 -4.022 0.056
H 1.203 -0.640 -2.539 -0.002
H 1.609 -2.573 -4.161 0.102
H 0.116 -2.026 -4.907 0.091
H 0.608 -3.263 -2.194 0.085
H -0.480 -3.811 -3.478 0.109
H -1.385 -2.766 -1.394 0.079
H -3.217 -1.954 -2.285 0.091
H -2.588 -2.816 -3.693 0.113
H -3.302 -0.620 -4.337 0.109
H -1.550 -0.735 -4.516 0.073
H -2.984 0.865 -2.573 0.044
H -1.594 1.210 -3.403 0.012
O 4.710 1.062 -2.359 -0.042
C 3.502 1.338 -2.452 -0.655
O 2.819 1.465 -3.504 -0.070
C 2.699 1.501 -1.112 -0.592
O 3.130 2.237 -0.218 -0.015
O 1.598 0.840 -1.043 -0.379
C 3.357 -0.938 2.178 -0.167
Si 1.598 -1.109 2.833 0.347
C 1.828 -1.488 4.690 -0.195
C 0.980 0.691 2.860 -0.185
C 0.529 -2.299 1.954 -0.472
Si -1.027 -2.705 2.795 0.331
C -2.325 -3.612 1.747 -0.184
C -0.901 -3.889 4.292 -0.195
C -1.890 -1.174 3.502 -0.168
Si 1.456 -3.713 1.320 0.415
C 0.442 -5.072 0.457 -0.183
C 2.416 -4.698 2.645 -0.194
C 2.820 -3.255 0.058 -0.318
C 4.094 -3.824 0.099 -0.101
C 5.078 -3.396 -0.781 -0.089
C 4.763 -2.412 -1.700 -0.055
C 3.460 -1.934 -1.720 -0.132
N 2.516 -2.332 -0.873 0.083
H 3.897 -0.255 2.842 0.031
H 3.362 -0.494 1.179 0.033
H 3.913 -1.876 2.140 0.013
H 2.510 -0.763 5.147 0.017
H 2.246 -2.488 4.836 0.014
H 0.878 -1.443 5.232 0.007
H 1.843 1.355 2.755 0.031
H 0.453 0.938 3.786 0.018
H 0.312 0.916 2.030 -0.032
H -2.076 -4.671 1.646 0.010
H -3.296 -3.544 2.247 0.028
H -2.447 -3.189 0.749 0.001
H -0.524 -4.868 3.982 0.008
H -1.890 -4.042 4.737 0.016
H -0.233 -3.506 5.066 0.007
H -2.339 -0.564 2.717 0.006
H -1.194 -0.546 4.063 0.004
H -2.693 -1.475 4.181 0.030
H 0.017 -5.761 1.193 0.019
H 1.102 -5.650 -0.197 0.023
H -0.381 -4.688 -0.146 0.004
H 1.757 -4.891 3.495 0.008
H 3.272 -4.128 3.019 0.018
H 2.783 -5.661 2.276 0.018
H 4.323 -4.575 0.845 0.081
H 6.079 -3.811 -0.734 0.092
H 5.490 -1.995 -2.384 0.102
H 3.180 -1.183 -2.448 0.087
O 0.567 5.625 4.668 0.107
C -0.196 6.102 3.657 -0.491
O -0.925 7.037 3.869 0.088
C -0.076 5.421 2.338 -0.153
C 0.680 4.263 2.128 -0.005
C 0.728 3.654 0.893 0.001
C 0.019 4.210 -0.172 -0.260
C -0.723 5.375 0.018 -0.025
C -0.773 5.970 1.266 -0.026
N 0.028 3.537 -1.405 0.148
C 0.474 4.144 -2.418 -0.065
C 0.539 3.546 -3.767 -0.253
C 1.560 3.966 -4.610 -0.032
C 1.706 3.349 -5.837 -0.068
C 0.807 2.357 -6.185 -0.060
C -0.202 2.035 -5.289 -0.139
N -0.350 2.614 -4.106 0.123
H 1.112 4.894 4.352 0.086
H 1.238 3.780 2.925 0.109
H 1.360 2.785 0.716 0.082
H -1.289 5.784 -0.811 0.114
H -1.360 6.864 1.435 0.117
H 0.921 5.142 -2.322 0.135
H 2.262 4.717 -4.272 0.116
H 2.525 3.614 -6.492 0.105
H 0.890 1.823 -7.122 0.098
H -0.924 1.262 -5.536 0.099
C -2.449 2.769 3.140 0.014
C -2.533 2.734 1.643 -0.477
C -3.511 3.644 0.963 -0.008
O -1.898 1.911 1.012 -0.184
H -2.500 3.787 3.524 0.082
H -1.545 2.263 3.472 0.074
H -3.315 2.213 3.511 0.101
H -4.492 3.171 1.067 0.090
H -3.282 3.715 -0.097 0.088
H -3.536 4.626 1.433 0.082
F -6.843 -0.504 -0.151 0.116
C -5.635 -1.042 -0.376 -0.659
F -5.559 -1.325 -1.687 0.111
F -5.571 -2.196 0.293 0.128
S -4.302 0.126 0.133 0.457
O -4.413 1.181 -0.853 -0.306
O -4.663 0.478 1.483 -0.282
O -3.089 -0.679 -0.003 -0.534
```

Its LUMO energy is 0.1364 Ha. Its gap between HOMO and LUMO is 5.9509 eV. For the total energy, the calculation gives -112034.46150 eV. The spin multiplicity is 1. As for the total charge: -2. The relative energy (zero: lowest compared OMol25 entry of this formula, charge and spin) comes out at 0.0 kcal per mole.